# C27H44Cl2LaNO2P

C27H44Cl2LaNO2P as an isolated structure (wB97M-V/def2-TZVPD, the OMol25 dataset).

* E_tot: -2553.89369 a.u.
* lowest unoccupied orbital energy (alpha / beta): 0.92 / 0.95 eV
* E_HOMO (alpha / beta): -0.0490 / -0.0468 hartree
* HOMO-LUMO gap (alpha / beta): 2.25 / 2.22 eV
* 2S+1: 1
* total charge: -1

XYZ file:
```
78
Properties=species:S:1:pos:R:3:forces:R:3
P -0.190 0.904 -0.847 -0.1188 -0.9155 2.3251
C -1.822 0.323 -1.527 0.2822 0.5710 -0.0728
C -2.325 1.099 -2.745 -0.4572 -0.4087 -0.0752
C -3.783 0.709 -3.035 0.1381 -0.0354 0.0139
C -3.957 -0.810 -3.178 0.0757 -0.0415 -0.1573
C -3.343 -1.614 -2.025 0.0649 0.1897 0.0818
C -1.893 -1.197 -1.738 -0.0778 0.0593 -0.0846
C 1.222 0.212 -1.808 -0.4667 0.5733 -0.2404
C 1.124 0.553 -3.293 0.8347 -0.4308 -0.0825
C 2.442 0.165 -3.974 -0.0843 -0.1434 -0.0103
C 2.817 -1.305 -3.719 -0.1081 -0.0983 -0.1172
C 2.760 -1.716 -2.238 0.0739 0.1546 -0.0426
C 1.454 -1.288 -1.563 -0.0906 0.0363 0.0311
C -0.156 2.761 -0.955 -0.0495 -0.3286 -0.8455
C -1.259 3.319 -0.041 0.0701 0.0583 0.0543
C -1.256 4.850 -0.062 0.1402 -0.0634 -0.0714
C 0.109 5.437 0.320 0.0026 -0.1563 0.0643
C 1.263 4.807 -0.474 -0.1925 -0.0580 -0.1342
C 1.221 3.276 -0.511 -0.0575 0.0229 0.2603
H -2.488 0.535 -0.667 0.1657 0.0172 -0.2867
H -1.699 0.866 -3.618 -0.0917 0.0383 0.0628
H -2.264 2.180 -2.584 0.0218 -0.0883 0.0086
H -4.120 1.214 -3.947 -0.0976 -0.0579 0.0214
H -4.413 1.074 -2.215 0.0492 -0.0331 -0.0060
H -5.023 -1.054 -3.274 0.1249 0.0239 -0.0353
H -3.475 -1.126 -4.116 -0.0547 0.0419 0.0851
H -3.934 -1.465 -1.111 0.0690 0.0083 -0.0914
H -3.377 -2.685 -2.260 -0.0481 0.1211 0.0442
H -1.525 -1.719 -0.844 0.0210 0.1387 -0.1737
H -1.259 -1.494 -2.590 -0.1757 0.0993 0.1521
H 2.105 0.723 -1.384 -0.2402 -0.0153 -0.0570
H 3.238 0.813 -3.588 -0.0311 -0.0012 0.0049
H 0.933 1.618 -3.443 -0.0660 0.0278 0.0190
H 0.295 -0.002 -3.745 0.0237 0.0050 0.0132
H 2.364 0.356 -5.048 0.1516 -0.0497 -0.0790
H 3.823 -1.502 -4.119 -0.2023 0.0049 0.0327
H 2.122 -1.945 -4.286 0.0891 0.1058 0.0801
H 2.891 -2.801 -2.147 -0.0002 0.1669 -0.0037
H 3.597 -1.250 -1.700 -0.0804 -0.0324 -0.0569
H 1.496 -1.490 -0.483 -0.0829 0.0506 -0.2499
H 0.619 -1.880 -1.964 0.2582 0.1397 0.0941
H -0.342 3.089 -1.997 0.0147 0.1353 0.2667
H -2.255 2.947 -0.325 0.2770 0.0139 0.0487
H -1.087 2.957 0.986 -0.0363 0.0535 -0.2487
H -1.510 5.177 -1.078 -0.0276 0.0507 0.0395
H -2.034 5.233 0.608 0.0767 0.0019 -0.0824
H 0.281 5.286 1.396 -0.0304 -0.0453 -0.1321
H 0.100 6.520 0.148 0.0309 -0.0643 0.0951
H 2.224 5.139 -0.066 -0.0543 0.0190 -0.0469
H 1.210 5.167 -1.508 0.0222 0.0780 0.0066
H 2.012 2.912 -1.181 -0.1652 0.0532 0.0842
H 1.446 2.856 0.481 -0.0438 0.1153 -0.2098
La -0.293 0.029 2.887 -0.1751 0.0645 -2.1593
Cl 2.074 0.752 1.949 1.3911 0.4409 -0.0076
Cl -2.728 0.529 1.985 -1.2680 0.6042 -0.1503
C -0.580 -2.037 1.859 0.1286 -0.3547 -0.2409
H -1.606 -2.139 1.466 0.0080 -0.2665 0.3291
C 0.216 -3.195 1.681 -0.3325 0.2320 0.0226
C 1.659 -3.136 1.714 -0.3437 -0.3829 0.1111
C 2.406 -4.299 1.637 -0.2389 -0.0705 0.0130
C 1.770 -5.550 1.503 0.4058 -0.2797 0.1269
C 0.369 -5.624 1.430 0.0352 0.3506 -0.0906
C -0.402 -4.476 1.482 0.8192 -0.0877 -0.1022
H 2.137 -2.151 1.807 -0.1738 -0.4339 -0.0322
H 3.502 -4.249 1.688 -0.3795 -0.0437 -0.0736
H -0.118 -6.592 1.335 0.0888 0.0184 -0.0555
H -1.490 -4.503 1.411 0.2265 -0.0849 0.0823
H 2.370 -6.463 1.457 -0.1840 0.2633 0.0071
N 1.360 -0.980 7.326 -0.0828 -0.3586 0.5995
C 0.303 0.070 7.205 0.3020 0.5295 0.3478
C -0.005 0.084 5.743 -0.9318 0.3181 -3.5982
O -0.809 0.910 5.202 1.1700 -1.1496 2.7268
O 0.620 -0.811 5.046 -0.2801 0.9328 1.9584
H 0.897 -1.893 7.397 0.2442 0.0100 -0.2030
H 1.969 -0.869 8.130 0.1290 0.1095 0.1214
H 1.869 -0.980 6.415 -0.3098 -0.1570 -0.0032
H -0.574 -0.199 7.791 0.0742 -0.0131 0.0503
H 0.704 1.037 7.534 -0.1693 -0.2989 -0.0760
```
Positions in Å, forces in eV/Å.


# C27H44EuN3P3S

C27H44EuN3P3S as an isolated structure (wB97M-V/def2-TZVPD, the OMol25 dataset).

* E_tot: -3350.95362 a.u.
* lowest unoccupied orbital energy (alpha / beta): -8.70 / -10.70 eV
* E_HOMO (alpha / beta): -0.5816 / -0.5586 hartree
* HOMO-LUMO gap (alpha / beta): 7.13 / 4.51 eV
* ⟨S²⟩: 12.19
* 2S+1: 7
* total charge: +3

XYZ file:
```
79
Properties=species:S:1:pos:R:3:forces:R:3
Eu 0.910 -2.297 -1.675 -2.6770 2.5485 2.2997
P -0.921 3.125 0.368 -0.0965 0.1540 0.4250
P -2.449 -1.418 -0.493 -0.7288 -0.1053 -1.4608
P 2.850 0.196 -0.901 0.5598 0.1082 0.5212
H 1.597 -2.418 -4.267 1.0565 -0.7546 0.3210
C 2.481 -2.397 -3.597 1.8387 -1.1380 -0.9561
C 2.821 -3.328 -2.637 1.3609 0.1105 -1.7012
H 2.502 -4.388 -2.676 -0.2814 0.6787 0.3541
C -1.143 4.883 0.094 0.0996 0.1124 -0.4391
C -2.495 2.477 0.947 -0.3254 -0.4032 -0.1839
C 0.247 2.903 1.710 0.3955 -0.0982 0.1090
C -3.194 -3.018 -1.054 0.3244 -0.2069 0.0518
C -3.707 -1.011 0.773 0.1941 0.0797 0.6584
C -3.064 -0.353 -1.893 0.0568 0.0802 0.1271
C 4.510 -0.199 -1.590 -0.1113 -0.1562 0.1268
C 3.317 0.519 0.841 0.0460 -0.1236 -0.0519
C 2.683 1.938 -1.491 -0.4658 0.2567 -0.5438
H 3.200 -1.630 -3.921 -0.5518 -0.2148 0.6483
H 3.638 -3.043 -1.951 -0.0081 -0.5995 -0.6203
H -1.182 5.400 1.062 -0.0010 -0.2003 -0.1624
H -2.081 5.063 -0.447 0.2266 -0.0275 0.0869
H -0.307 5.282 -0.492 -0.1519 0.0007 0.1359
H -2.773 3.024 1.862 0.1604 -0.0788 -0.3016
H -2.447 1.404 1.184 0.0988 0.3000 -0.0783
H -3.289 2.623 0.201 0.2347 0.0251 0.1533
H -0.230 3.257 2.633 0.1015 0.0214 -0.1998
H 1.161 3.484 1.534 -0.2009 -0.0581 0.0313
H 0.529 1.855 1.853 -0.1659 0.1369 -0.1032
H -4.286 -3.019 -0.871 0.6155 -0.1384 -0.1966
H -2.703 -3.830 -0.485 -0.5006 0.1527 -0.3114
H -3.008 -3.159 -2.132 -0.0561 -0.0855 0.3635
H -4.297 -0.135 0.496 0.0673 -0.0544 0.0141
H -3.214 -0.830 1.730 -0.2388 0.0575 0.1640
H -4.385 -1.860 0.904 0.1192 0.2251 0.0475
H -4.171 -0.349 -1.914 0.5513 0.0397 -0.1370
H -2.668 -0.723 -2.857 -0.2063 0.1833 0.3975
H -2.687 0.674 -1.745 -0.2602 -0.2854 -0.1587
H 5.190 0.604 -1.274 -0.0062 -0.3104 -0.2172
H 4.488 -0.267 -2.684 0.0795 0.0891 0.2463
H 4.855 -1.158 -1.177 0.0444 0.2949 -0.1364
H 4.201 1.175 0.843 -0.3145 -0.1976 0.2287
H 3.549 -0.434 1.335 -0.0166 0.3399 0.0037
H 2.478 1.007 1.358 0.3364 -0.1739 -0.0408
H 3.672 2.308 -1.792 -0.2804 0.1166 0.2870
H 2.243 2.564 -0.705 0.3110 -0.0675 -0.0131
H 2.011 1.993 -2.374 0.8117 0.3407 0.8949
C -0.041 -0.075 -4.357 -0.0194 0.5974 -0.6805
C -0.709 1.157 -4.612 -0.6491 -0.2117 -0.5989
C -1.886 1.160 -5.347 0.2996 -0.1203 0.3669
C -2.358 -0.069 -5.853 -0.3720 0.5305 -0.0585
C -1.685 -1.287 -5.668 0.5846 -0.2456 0.1569
C -0.486 -1.284 -4.959 -0.9212 -0.0224 0.5132
S 1.280 0.155 -3.325 -0.7539 -1.4948 -0.2432
H -0.422 2.452 -0.799 -0.4515 0.3771 0.5971
H -0.253 2.072 -4.221 -0.3220 -0.3175 -0.1783
H -2.425 2.111 -5.478 0.1964 -0.7225 -0.2094
H -3.288 -0.050 -6.409 0.0089 -0.1377 -0.0395
H -2.070 -2.248 -6.057 0.1668 0.8836 0.0928
H 0.027 -2.237 -4.796 -0.3036 0.4539 -0.2414
N -0.543 1.166 9.213 0.4435 -0.8640 -2.2930
C -0.324 0.743 8.145 -0.4124 0.8770 2.1574
C -0.045 0.201 6.844 0.1702 -0.3321 -0.5589
C -0.762 0.625 5.716 0.0461 -0.1232 -0.3792
C -0.518 0.058 4.459 0.2901 -0.1160 0.4318
C 0.464 -0.937 4.317 -0.2605 0.5346 1.2807
C 1.207 -1.347 5.434 -0.2105 0.2774 0.0448
C 0.947 -0.781 6.688 -0.0217 -0.1464 -0.2498
N 0.709 -1.522 3.053 0.8866 -0.8451 -1.1052
C 1.654 -2.523 2.777 -0.7651 0.6580 -0.9924
C 1.616 -2.727 1.417 -0.8005 1.0786 1.2902
N 0.667 -1.876 0.864 0.0645 -0.0436 0.1706
C 0.144 -1.165 1.871 0.6297 -0.8774 -0.4813
H -1.526 1.400 5.798 0.2249 -0.2705 0.1411
H -1.109 0.402 3.608 0.1360 -0.1365 0.2950
H 1.997 -2.099 5.348 -0.4064 0.3406 0.1078
H 1.517 -1.127 7.553 -0.2114 0.1821 -0.2646
H 2.252 -2.989 3.521 0.1558 -0.1577 0.3503
H 2.201 -3.418 0.833 0.1020 -0.1488 -0.0161
H -0.656 -0.430 1.789 0.4305 -0.4314 -0.0898
```
Positions in Å, forces in eV/Å.


Q: total charge of number 2 (C27H44EuN3P3S)?
A: +3